# C2H10N2

2 unconnected molecules or ions with the total composition C2H10N2 (the ωB97M-V functional and the def2-TZVPD basis, the Open Molecules 2025 dataset).

Element x y z (Å)
1 N -2.544 0.815 1.291
2 H -2.977 1.521 1.898
3 H -2.582 -0.054 1.829
4 H -1.567 1.119 1.272
5 C 0.747 -0.626 -1.785
6 N 0.308 -0.113 -0.487
7 C 1.392 0.025 0.458
8 H 1.151 0.178 -2.389
9 H 1.529 -1.393 -1.691
10 H -0.094 -1.055 -2.339
11 H -0.448 -0.702 -0.159
12 H 1.870 -0.915 0.764
13 H 1.048 0.574 1.343
14 H 2.167 0.624 -0.005

Computed properties:
<S²>: 0.750
Highest occupied orbital energy (spin up / spin down): 1.42 / -4.85 eV
Multiplicity: 2
Net charge: -1
Energy relative to the best compared isomer or geometry (same formula, charge and spin): 7.8 kcal/mol
Orbital gap (spin up / spin down): 0.110 / 0.338 Ha



# C2H10N2

2 unconnected molecules or ions with the total composition C2H10N2 (the ωB97M-V functional and the def2-TZVPD basis, the Open Molecules 2025 dataset).

Element x y z (Å)
1 N -1.607 0.783 2.507
2 C -1.406 1.671 1.302
3 N -0.064 1.681 0.702
4 H -1.946 1.428 3.260
5 H -0.727 0.858 3.027
6 H -1.760 2.683 1.549
7 H -2.110 1.412 0.368
8 H 0.286 0.746 0.525
9 H -0.038 2.215 -0.171
10 C 1.813 -2.721 -2.579
11 H 0.991 -2.114 -2.258
12 H 2.586 -2.046 -3.049
13 H 2.367 -3.091 -1.790
14 H 1.615 -3.505 -3.392

Computed properties:
Highest occupied orbital energy: -9.03 eV
Multiplicity: 1
Net charge: 0
Energy relative to the best compared isomer or geometry (same formula, charge and spin): 31.8 kcal/mol
SMILES string: NCN.C
Orbital gap: 0.364 Ha



# C2H10N2

2 unconnected molecules or ions with the total composition C2H10N2 (the ωB97M-V functional and the def2-TZVPD basis, the Open Molecules 2025 dataset).

Element x y z (Å)
1 C 1.969 1.374 -1.760
2 N 0.571 1.584 -1.158
3 H 2.339 2.200 -2.391
4 H 1.814 0.487 -2.397
5 H 2.738 1.136 -1.006
6 H -0.080 1.827 -1.912
7 H 0.165 0.770 -0.682
8 C -1.876 -1.252 1.544
9 N -0.560 -1.157 2.065
10 H -2.644 -1.407 2.321
11 H -1.912 -2.101 0.841
12 H -2.115 -0.328 0.993
13 H -0.076 -1.024 1.170
14 H -0.332 -2.109 2.373

Computed properties:
Highest occupied orbital energy: -9.14 eV
Multiplicity: 1
Net charge: 0
Energy relative to the best compared isomer or geometry (same formula, charge and spin): 25.7 kcal/mol
SMILES string: CN.CN
Orbital gap: 0.368 Ha



# C2H10N2

2 unconnected molecules or ions with the total composition C2H10N2 (the ωB97M-V functional and the def2-TZVPD basis, the Open Molecules 2025 dataset).

Element x y z (Å)
1 C -2.687 0.408 0.229
2 N -2.001 -0.702 -0.472
3 H -3.713 0.662 -0.128
4 H -2.932 0.179 1.298
5 H -2.118 1.305 0.111
6 H -1.188 -0.983 0.152
7 H -2.552 -1.564 -0.528
8 C 2.319 0.597 -0.293
9 N 2.354 -0.722 0.281
10 H 2.194 1.444 0.474
11 H 3.209 0.915 -0.900
12 H 1.487 0.689 -0.998
13 H 2.761 -1.421 -0.362
14 H 2.866 -0.807 1.135

Computed properties:
Highest occupied orbital energy: -9.18 eV
Multiplicity: 1
Net charge: 0
Energy relative to the best compared isomer or geometry (same formula, charge and spin): 19.3 kcal/mol
SMILES string: CN.CN
Orbital gap: 0.379 Ha



# C2H10N2

2 unconnected molecules or ions with the total composition C2H10N2 (the ωB97M-V functional and the def2-TZVPD basis, the Open Molecules 2025 dataset).

Element x y z (Å)
1 C -0.473 -1.085 1.637
2 N 0.690 -1.199 0.797
3 H -0.966 -2.074 1.920
4 H -0.242 -0.494 2.559
5 H -1.239 -0.564 1.029
6 H 0.949 -0.335 0.400
7 H 1.441 -1.601 1.278
8 C -0.747 0.815 -1.376
9 N 0.579 1.350 -1.056
10 H -1.447 1.181 -0.626
11 H -1.217 1.089 -2.310
12 H -0.606 -0.294 -1.210
13 H 1.222 1.294 -1.908
14 H 0.544 2.357 -0.890

Computed properties:
Highest occupied orbital energy: -8.69 eV
Multiplicity: 1
Net charge: 0
Energy relative to the best compared isomer or geometry (same formula, charge and spin): 16.7 kcal/mol
SMILES string: CN.CN
Orbital gap: 0.362 Ha



# C2H10N2

2 unconnected molecules or ions with the total composition C2H10N2 (the ωB97M-V functional and the def2-TZVPD basis, the Open Molecules 2025 dataset).

Element x y z (Å)
1 C -0.148 1.599 -0.649
2 C 0.605 0.336 -1.011
3 N 1.769 0.133 -0.109
4 H 0.345 2.303 0.014
5 H -0.420 2.150 -1.547
6 H -1.120 1.360 -0.213
7 H -0.064 -0.520 -0.945
8 H 1.016 0.351 -2.021
9 H 1.618 0.628 0.758
10 H 2.004 -0.832 0.051
11 N -1.537 -1.704 1.305
12 H -2.084 -2.545 1.414
13 H -0.720 -1.927 0.754
14 H -1.265 -1.331 2.199

Computed properties:
Highest occupied orbital energy: -9.00 eV
Multiplicity: 1
Net charge: 0
Energy relative to the best compared isomer or geometry (same formula, charge and spin): 5.9 kcal/mol
SMILES string: CCN.N
Orbital gap: 0.368 Ha



# C2H10N2

2 unconnected molecules or ions with the total composition C2H10N2 (the ωB97M-V functional and the def2-TZVPD basis, the Open Molecules 2025 dataset).

Element x y z (Å)
1 C 1.149 1.113 0.465
2 N 1.627 0.142 -0.504
3 C 1.054 -1.198 -0.277
4 H 0.075 1.373 0.366
5 H 1.229 0.703 1.478
6 H 1.727 2.041 0.423
7 H 1.318 0.431 -1.424
8 H 1.607 -1.900 -0.891
9 H -0.018 -1.200 -0.474
10 H 1.234 -1.454 0.766
11 N -2.531 -0.214 -0.073
12 H -2.190 0.482 0.585
13 H -2.945 0.319 -0.832
14 H -3.335 -0.637 0.391

Computed properties:
Highest occupied orbital energy: -8.61 eV
Multiplicity: 1
Net charge: 0
Energy relative to the best compared isomer or geometry (same formula, charge and spin): 9.7 kcal/mol
SMILES string: CNC.N
Orbital gap: 0.353 Ha



# C2H10N2O

2 unconnected molecules or ions with the total composition C2H10N2O (the ωB97M-V functional and the def2-TZVPD basis, the Open Molecules 2025 dataset).

Element x y z (Å)
1 N 2.273 -1.624 0.255
2 C 1.079 -0.822 0.301
3 C 0.535 -0.254 -1.022
4 N -0.523 0.675 -0.746
5 H 2.217 -2.221 -0.555
6 H 2.405 -2.194 1.073
7 H 1.145 0.027 0.988
8 H 0.204 -1.374 0.717
9 H 1.470 0.121 -1.493
10 H 0.168 -1.096 -1.628
11 H -0.659 1.496 -1.288
12 H -0.595 0.796 0.247
13 H -2.786 2.519 0.490
14 H -3.602 2.142 1.759
15 O -3.333 1.808 0.901

Computed properties:
<S²>: 0.750
Highest occupied orbital energy (spin up / spin down): 1.24 / -5.36 eV
Multiplicity: 2
Net charge: -1
Energy relative to the best compared isomer or geometry (same formula, charge and spin): 13.2 kcal/mol
Orbital gap (spin up / spin down): 0.088 / 0.329 Ha



# C2H10N2O

2 unconnected molecules or ions with the total composition C2H10N2O (the ωB97M-V functional and the def2-TZVPD basis, the Open Molecules 2025 dataset).

Element x y z (Å)
1 C 1.677 -0.846 0.406
2 N 0.563 -0.900 -0.648
3 C 0.311 0.542 -0.983
4 N -0.340 0.710 -2.330
5 H 2.163 0.163 0.285
6 H 1.319 -0.931 1.447
7 H 2.548 -1.449 0.108
8 H 0.894 -1.441 -1.383
9 H 1.313 1.171 -1.084
10 H -0.282 1.035 -0.222
11 H -0.593 -0.189 -2.585
12 H -1.125 1.505 -2.338
13 O -2.004 0.337 3.102
14 H -2.467 -0.101 2.439
15 H -1.227 0.697 2.822

Computed properties:
Highest occupied orbital energy: -9.07 eV
Multiplicity: 1
Net charge: 0
Energy relative to the best compared isomer or geometry (same formula, charge and spin): 43.9 kcal/mol
SMILES string: CNCN.O
Orbital gap: 0.365 Ha



# C2H10N2O

2 unconnected molecules or ions with the total composition C2H10N2O (the ωB97M-V functional and the def2-TZVPD basis, the Open Molecules 2025 dataset).

Element x y z (Å)
1 C 1.547 -0.879 -0.970
2 N 0.167 -0.609 -0.567
3 C -0.197 1.099 -0.922
4 O 0.033 1.325 -2.128
5 H 1.660 -0.509 -1.991
6 H 1.783 -1.942 -0.913
7 H 2.215 -0.299 -0.331
8 H -0.496 -1.109 -1.149
9 H -0.066 -0.777 0.414
10 H 0.475 1.532 -0.141
11 H -1.242 1.094 -0.555
12 N -1.292 0.131 2.105
13 H -0.768 0.534 2.877
14 H -1.968 -0.483 2.549
15 H -1.851 0.893 1.723

Computed properties:
Highest occupied orbital energy: -7.86 eV
Multiplicity: 1
Net charge: 0
Energy relative to the best compared isomer or geometry (same formula, charge and spin): 29.7 kcal/mol
SMILES string: C[NH2+]C[O-].N
Orbital gap: 0.313 Ha



# C2H10N2O

2 unconnected molecules or ions with the total composition C2H10N2O (the ωB97M-V functional and the def2-TZVPD basis, the Open Molecules 2025 dataset).

Element x y z (Å)
1 C 0.119 -1.344 0.877
2 N 0.671 -0.369 -0.085
3 C 0.947 0.963 0.426
4 N 2.294 1.071 1.025
5 H -0.128 -0.894 1.845
6 H 0.825 -2.149 1.082
7 H -0.813 -1.740 0.478
8 H 0.038 -0.396 -0.858
9 H 0.839 1.643 -0.416
10 H 0.260 1.226 1.242
11 H 2.953 1.120 0.240
12 H 2.495 0.182 1.493
13 O -3.637 0.520 -2.618
14 H -3.794 0.297 -1.699
15 H -3.070 -0.128 -3.032

Computed properties:
Highest occupied orbital energy: -9.03 eV
Multiplicity: 1
Net charge: 0
Energy relative to the best compared isomer or geometry (same formula, charge and spin): 16.8 kcal/mol
SMILES string: CNCN.O
Orbital gap: 0.350 Ha



# C2H10N2O2

3 unconnected molecules or ions with the total composition C2H10N2O2 (the ωB97M-V functional and the def2-TZVPD basis, the Open Molecules 2025 dataset).

Element x y z (Å)
1 C 1.860 0.025 -0.336
2 N 0.478 -0.067 0.088
3 C -0.265 0.903 -0.286
4 N 0.079 1.935 -1.087
5 H 2.481 -0.726 0.157
6 H 1.988 -0.167 -1.407
7 H 2.326 0.989 -0.110
8 H -1.294 0.931 0.050
9 H -0.557 2.687 -1.281
10 H 1.012 2.060 -1.429
11 O -1.015 -0.713 2.344
12 H -0.274 -0.635 1.708
13 H -1.018 -1.624 2.675
14 O -2.252 -1.722 -0.546
15 H -1.747 -2.519 -0.771
16 H -1.802 -1.357 0.231

Computed properties:
Highest occupied orbital energy: -9.50 eV
Multiplicity: 1
Net charge: 0
Energy relative to the best compared isomer or geometry (same formula, charge and spin): 5.1 kcal/mol
SMILES string: C/N=C\N.O.O
Orbital gap: 0.377 Ha